The following is a DFT calculation (the ωB97M-V functional and the def2-TZVPD basis) of C22H42AlNO10S2 as an isolated structure at a distorted geometry.

gap between HOMO and LUMO	2.022	eV
E_HOMO	-6.52	eV
2S+1	1
LUMO energy	-4.5	eV

Element x y z (Å)
1 C 0.487 0.960 1.088
2 C 0.559 -0.232 0.134
3 C 0.994 -1.526 0.817
4 O -0.009 -1.992 1.698
5 C -1.258 -2.066 1.048
6 O -2.100 -1.294 1.353
7 C -1.327 -3.100 -0.037
8 S -2.630 -4.308 0.240
9 C -3.490 -4.111 -1.414
10 C -5.025 -4.317 -1.204
11 O -5.692 -3.588 -2.194
12 Al -4.837 -2.006 -2.101
13 C -4.971 -0.864 -3.757
14 O -5.878 0.266 -3.732
15 C -7.200 -0.046 -3.438
16 O -7.597 0.401 -2.170
17 C -7.857 1.776 -2.070
18 C -9.337 2.047 -1.841
19 O -10.109 1.334 -2.801
20 O -3.252 -2.881 -2.001
21 O 1.566 -0.030 -0.906
22 C 1.175 0.841 -1.891
23 O 1.730 1.883 -2.039
24 C 0.076 0.331 -2.797
25 S -1.141 1.643 -3.149
26 H 1.354 1.602 0.916
27 H -0.408 1.558 0.923
28 H 0.500 0.615 2.123
29 H -0.398 -0.362 -0.374
30 H 1.276 -2.265 0.060
31 H 1.882 -1.328 1.429
32 H -0.355 -3.557 -0.222
33 H -1.678 -2.584 -0.947
34 H -3.102 -4.889 -2.083
35 H -5.287 -3.949 -0.198
36 H -5.283 -5.384 -1.238
37 H -5.256 -1.339 -0.701
38 H -3.986 -0.424 -3.969
39 H -5.205 -1.490 -4.634
40 H -7.363 -1.129 -3.437
41 H -7.834 0.421 -4.205
42 H -7.303 2.155 -1.203
43 H -7.495 2.318 -2.952
44 H -9.528 3.123 -1.949
45 H -9.596 1.734 -0.824
46 H -10.930 1.052 -2.393
47 H 0.550 0.021 -3.731
48 H -0.442 -0.522 -2.367
49 H -2.208 0.920 -2.792
50 C 6.275 0.566 0.307
51 C 5.430 1.608 1.062
52 C 6.274 2.759 1.661
53 C 7.108 2.402 2.881
54 C 6.241 1.802 3.974
55 C 5.468 0.548 3.527
56 N 4.714 1.016 2.277
57 O 3.607 1.397 2.482
58 C 6.424 -0.619 3.266
59 C 4.441 0.115 4.562
60 C 4.394 2.164 0.110
61 H 6.519 -0.318 0.882
62 H 5.729 0.225 -0.571
63 H 7.209 1.015 -0.025
64 H 5.591 3.572 1.920
65 H 6.901 3.115 0.844
66 H 7.922 1.725 2.611
67 H 7.579 3.309 3.261
68 H 6.836 1.494 4.834
69 H 5.524 2.550 4.326
70 H 5.913 -1.454 2.787
71 H 6.787 -0.960 4.234
72 H 7.292 -0.349 2.674
73 H 3.792 0.929 4.874
74 H 4.985 -0.243 5.434
75 H 3.819 -0.699 4.187
76 H 3.681 1.404 -0.195
77 H 4.926 2.509 -0.775
78 H 3.836 3.003 0.522


The following is a DFT calculation (the ωB97M-V functional and the def2-TZVPD basis) of C22H42AlNP3S2 as an isolated structure at a distorted geometry.

gap between HOMO and LUMO	3.820	eV
net charge	+3
E_HOMO	-14.93	eV
2S+1	1
LUMO energy	-11.1	eV

Element x y z (Å)
1 Al 0.003 0.070 0.457
2 P 1.945 1.059 1.650
3 P -1.782 1.861 0.908
4 P 0.639 1.137 -1.612
5 H -1.157 -2.340 0.108
6 C -0.216 -1.928 -0.289
7 C 0.987 -1.850 0.474
8 H 1.071 -2.276 1.485
9 C 2.343 0.583 3.370
10 C 1.784 2.879 1.819
11 C 3.580 0.854 0.843
12 C -3.294 1.122 0.184
13 C -2.406 2.244 2.581
14 C -1.731 3.562 0.215
15 C 1.920 0.129 -2.447
16 C 1.332 2.812 -1.822
17 C -0.883 1.284 -2.615
18 H -0.140 -2.127 -1.369
19 H 1.954 -1.898 -0.044
20 H 2.306 -0.510 3.471
21 H 1.619 1.026 4.067
22 H 3.356 0.938 3.620
23 H 0.899 3.115 2.428
24 H 1.688 3.364 0.838
25 H 2.680 3.266 2.326
26 H 3.792 -0.217 0.717
27 H 4.346 1.293 1.499
28 H 3.618 1.346 -0.138
29 H -4.113 1.845 0.297
30 H -3.541 0.203 0.734
31 H -3.148 0.889 -0.878
32 H -3.302 2.874 2.472
33 H -1.641 2.791 3.149
34 H -2.677 1.319 3.112
35 H -2.611 4.099 0.599
36 H -1.757 3.570 -0.881
37 H -0.827 4.079 0.568
38 H 2.084 0.511 -3.465
39 H 1.630 -0.926 -2.513
40 H 2.862 0.181 -1.886
41 H 1.425 3.009 -2.902
42 H 2.326 2.884 -1.362
43 H 0.669 3.568 -1.380
44 H -0.618 1.531 -3.651
45 H -1.544 2.066 -2.218
46 H -1.445 0.343 -2.609
47 C -0.475 -2.762 -5.353
48 C -1.567 -2.647 -6.224
49 C -1.841 -3.672 -7.125
50 C -1.026 -4.805 -7.174
51 C 0.163 -4.828 -6.443
52 C 0.466 -3.795 -5.550
53 S -0.296 -1.557 -4.108
54 H -1.408 -1.765 -3.275
55 H -2.184 -1.756 -6.144
56 H -2.699 -3.586 -7.783
57 H -1.311 -5.657 -7.800
58 H 0.852 -5.663 -6.567
59 H 1.403 -3.782 -4.992
60 S -1.319 -0.852 2.827
61 C -0.738 -0.733 4.429
62 N -0.300 -1.902 5.030
63 C 0.116 -1.960 6.329
64 C 0.125 -0.815 7.091
65 C -0.324 0.384 6.536
66 C -0.736 0.433 5.213
67 H -0.333 -2.750 4.468
68 H 0.380 -2.943 6.693
69 H 0.460 -0.860 8.119
70 H -0.356 1.283 7.141
71 H -1.078 1.359 4.753


The following is a DFT calculation (the ωB97M-V functional and the def2-TZVPD basis) of a 3-piece molecular cluster, C22H42B3FN4O6S overall at a distorted geometry.

gap between HOMO and LUMO (alpha / beta)	8.848 / 8.784	eV
E_HOMO (alpha / beta)	-9.09 / -9.10	eV
2S+1	3
LUMO energy (alpha / beta)	-0.2 / -0.3	eV
⟨S²⟩	2.0096

Element x y z (Å)
1 F 4.467 2.499 4.310
2 B 4.924 3.633 3.466
3 O 5.602 3.385 2.167
4 B 5.013 4.357 1.181
5 O 3.781 5.136 1.414
6 B 3.608 5.465 2.843
7 C 2.235 6.220 3.441
8 C 1.482 7.156 2.320
9 S 0.443 6.216 1.077
10 C -0.839 5.124 1.896
11 N -2.314 5.457 1.839
12 N -3.149 4.515 2.465
13 C -2.146 3.476 2.990
14 O -0.742 3.853 2.636
15 O 4.703 5.084 3.804
16 H 5.615 4.475 0.169
17 H 2.652 6.969 4.272
18 H 1.545 5.437 3.974
19 H 2.348 7.690 1.696
20 H 0.917 8.023 2.883
21 H -2.528 2.503 3.563
22 C 1.602 -1.239 0.547
23 C 0.667 -0.340 1.400
24 C 1.512 0.686 2.200
25 C 2.249 0.068 3.383
26 C 1.285 -0.695 4.287
27 C 0.435 -1.747 3.526
28 N -0.201 -1.194 2.281
29 O -1.295 -0.405 2.682
30 C 1.318 -2.974 3.173
31 C -0.614 -2.343 4.524
32 C -0.151 0.441 0.317
33 H 1.043 -2.057 0.078
34 H 2.071 -0.665 -0.261
35 H 2.433 -1.666 1.105
36 H 0.866 1.489 2.577
37 H 2.242 1.170 1.539
38 H 3.050 -0.590 3.033
39 H 2.737 0.863 3.962
40 H 1.858 -1.181 5.088
41 H 0.627 0.031 4.782
42 H 0.805 -3.644 2.473
43 H 1.551 -3.565 4.068
44 H 2.288 -2.711 2.754
45 H -1.265 -1.579 4.965
46 H -0.118 -2.839 5.368
47 H -1.247 -3.091 4.031
48 H -0.777 -0.241 -0.271
49 H 0.516 0.960 -0.383
50 H -0.797 1.214 0.749
51 C -4.243 -2.472 -4.884
52 C -2.849 -1.824 -5.100
53 C -2.092 -2.573 -6.229
54 C -1.561 -3.936 -5.796
55 C -0.714 -3.815 -4.533
56 C -1.444 -3.088 -3.373
57 N -2.088 -1.800 -3.804
58 O -1.066 -0.842 -3.937
59 C -2.509 -4.034 -2.754
60 C -0.425 -2.888 -2.201
61 C -3.206 -0.391 -5.621
62 H -4.743 -2.049 -4.004
63 H -4.899 -2.292 -5.744
64 H -4.215 -3.554 -4.776
65 H -1.246 -1.967 -6.577
66 H -2.747 -2.706 -7.099
67 H -2.387 -4.636 -5.639
68 H -0.950 -4.360 -6.604
69 H -0.405 -4.819 -4.215
70 H 0.210 -3.280 -4.787
71 H -3.170 -3.492 -2.067
72 H -2.036 -4.837 -2.174
73 H -3.121 -4.548 -3.492
74 H 0.463 -2.321 -2.501
75 H -0.056 -3.853 -1.832
76 H -0.894 -2.371 -1.355
77 H -3.734 0.187 -4.853
78 H -3.859 -0.443 -6.501
79 H -2.323 0.179 -5.933


The following is a DFT calculation (the ωB97M-V functional and the def2-TZVPD basis) of C22H42BrN2OP2Tb as an isolated structure at a distorted geometry.

gap between HOMO and LUMO (alpha / beta)	7.721 / 7.899	eV
net charge	+2
E_HOMO (alpha / beta)	-13.62 / -13.71	eV
2S+1	7
LUMO energy (alpha / beta)	-5.9 / -5.8	eV
⟨S²⟩	12.7055

Element x y z (Å)
1 Tb 0.099 -1.179 0.426
2 P -0.466 -2.218 -2.111
3 P -0.679 2.799 0.768
4 N 1.356 -0.177 -1.026
5 C 1.149 -1.829 -2.936
6 H 1.789 -2.725 -2.929
7 H 0.917 -1.589 -3.985
8 C 1.904 -0.636 -2.309
9 H 2.965 -0.920 -2.191
10 H 1.894 0.209 -3.022
11 C 1.085 1.261 -1.007
12 H 0.223 1.510 -1.659
13 H 1.944 1.786 -1.471
14 C 0.888 1.902 0.394
15 H 1.686 2.659 0.513
16 H 1.064 1.151 1.195
17 C -0.336 3.596 2.377
18 C 0.163 2.573 3.409
19 H 1.150 2.166 3.154
20 H -0.538 1.734 3.529
21 H 0.251 3.069 4.384
22 C -1.011 4.025 -0.523
23 C -2.454 4.551 -0.530
24 H -2.570 5.227 -1.387
25 H -2.689 5.126 0.376
26 H -3.192 3.747 -0.637
27 C -1.649 -2.841 -3.368
28 C -2.853 -3.543 -2.724
29 H -3.607 -3.734 -3.499
30 H -3.325 -2.924 -1.950
31 H -2.585 -4.514 -2.288
32 C 0.056 -3.665 -1.004
33 C -0.962 -3.972 0.113
34 H -0.535 -4.752 0.761
35 H -1.900 -4.361 -0.305
36 H -1.244 -3.122 0.781
37 C -2.089 1.664 1.091
38 C -0.011 5.191 -0.496
39 H 1.034 4.856 -0.511
40 H -0.174 5.815 -1.386
41 H -0.158 5.832 0.387
42 C -1.031 -3.678 -4.489
43 H -1.788 -3.815 -5.271
44 H -0.162 -3.195 -4.950
45 H -0.737 -4.675 -4.143
46 C 0.411 -4.923 -1.806
47 H 0.915 -5.630 -1.132
48 H -0.478 -5.434 -2.198
49 H 1.102 -4.717 -2.632
50 C -1.532 4.389 2.910
51 H -2.437 3.772 3.000
52 H -1.287 4.744 3.920
53 H -1.768 5.270 2.300
54 H 0.482 4.302 2.154
55 H 1.004 -3.314 -0.535
56 H -0.852 3.455 -1.457
57 H -2.014 -1.896 -3.814
58 O -1.591 0.357 1.102
59 H -2.974 1.842 0.460
60 H -2.874 2.162 1.787
61 Br 5.735 -0.262 2.675
62 C 3.940 -0.808 2.959
63 C 3.547 -1.327 4.197
64 C 2.206 -1.666 4.395
65 C 1.293 -1.490 3.358
66 N 1.693 -1.031 2.138
67 C 3.001 -0.676 1.931
68 H 4.285 -1.445 4.983
69 H 1.860 -2.061 5.349
70 H 0.224 -1.713 3.465
71 H 3.239 -0.286 0.942


The following is a DFT calculation (the ωB97M-V functional and the def2-TZVPD basis) of C22H42GeIMgNO4P as an isolated structure.

gap between HOMO and LUMO (alpha / beta)	8.897 / 5.423	eV
net charge	+2
E_HOMO (alpha / beta)	-14.16 / -14.15	eV
2S+1	2
LUMO energy (alpha / beta)	-5.3 / -8.7	eV
⟨S²⟩	0.7553

Element x y z (Å)
1 Mg 0.493 -0.243 -0.272
2 C -1.863 1.334 2.429
3 C -0.563 2.016 2.049
4 C 0.160 2.674 3.218
5 C -0.882 3.170 0.963
6 O 0.268 1.245 1.292
7 Ge 2.618 0.957 1.244
8 O 2.117 0.908 -0.560
9 C 2.917 1.344 -1.698
10 C 2.082 2.334 -2.490
11 C 4.194 2.000 -1.195
12 C 3.227 0.102 -2.519
13 O 1.827 -0.739 1.264
14 C 1.868 -1.662 2.387
15 C 1.687 -3.063 1.817
16 C 0.736 -1.320 3.341
17 C 3.225 -1.547 3.071
18 H -2.558 2.054 2.856
19 H -1.671 0.570 3.184
20 H -2.333 0.876 1.558
21 H -0.508 3.364 3.732
22 H 1.035 3.225 2.872
23 H 0.470 1.919 3.942
24 H -1.485 3.883 1.525
25 H -1.460 2.744 0.151
26 H 0.036 3.638 0.621
27 H 1.791 3.180 -1.866
28 H 1.184 1.844 -2.868
29 H 2.644 2.718 -3.342
30 H 3.980 2.881 -0.587
31 H 4.794 2.326 -2.044
32 H 4.805 1.300 -0.618
33 H 2.293 -0.360 -2.858
34 H 3.798 -0.616 -1.928
35 H 3.808 0.355 -3.406
36 H 0.692 -3.161 1.379
37 H 1.785 -3.811 2.602
38 H 2.444 -3.264 1.057
39 H -0.226 -1.378 2.826
40 H 0.865 -0.320 3.761
41 H 0.713 -2.025 4.173
42 H 4.035 -1.723 2.361
43 H 3.308 -2.293 3.860
44 H 3.359 -0.568 3.538
45 C -1.653 2.220 -2.709
46 P -1.467 0.589 -1.918
47 C -1.581 -0.535 -3.350
48 C -3.005 0.308 -0.998
49 C -3.890 1.335 -0.678
50 C -4.999 1.078 0.119
51 C -5.234 -0.202 0.598
52 C -4.361 -1.234 0.272
53 C -3.248 -0.980 -0.512
54 H -1.458 3.049 -2.030
55 H -2.654 2.317 -3.129
56 H -0.936 2.283 -3.528
57 H -1.834 -1.538 -3.011
58 H -0.621 -0.576 -3.867
59 H -2.348 -0.195 -4.048
60 H -3.735 2.339 -1.051
61 H -5.686 1.879 0.355
62 H -6.100 -0.399 1.215
63 H -4.552 -2.238 0.627
64 H -2.573 -1.792 -0.763
65 N 1.194 -3.561 -2.059
66 C 0.204 -3.244 -1.237
67 O 0.009 -2.077 -0.847
68 C -0.688 -4.358 -0.769
69 I -2.304 -4.600 -2.156
70 H 1.789 -2.840 -2.439
71 H 1.301 -4.500 -2.410
72 H -1.117 -4.090 0.191
73 H -0.165 -5.307 -0.693


The following is a DFT calculation (the ωB97M-V functional and the def2-TZVPD basis) of a 6-piece molecular cluster, C22H42N13O11 overall at a distorted geometry.

gap between HOMO and LUMO	5.370	eV
net charge	-1
E_HOMO	-3.92	eV
2S+1	1
LUMO energy	1.5	eV

Element x y z (Å)
1 C -3.313 -1.662 -5.518
2 C -2.644 -2.795 -4.658
3 C -1.396 -2.257 -3.810
4 C -1.060 -3.395 -2.790
5 O 0.146 -3.318 -2.051
6 C 0.511 -2.060 -1.490
7 C 1.551 -1.406 -2.527
8 C 2.819 -2.355 -2.478
9 N 3.961 -1.891 -2.146
10 C 1.494 -2.468 -0.262
11 O 1.595 -3.676 0.059
12 O 2.167 -1.587 0.388
13 N -0.493 -1.175 -0.963
14 C -0.607 0.192 -1.390
15 C 0.214 1.262 -0.541
16 O 1.377 1.242 -0.350
17 O -0.513 2.398 0.005
18 C -1.114 3.084 -1.063
19 C -2.669 3.283 -0.976
20 O -0.518 3.480 -2.023
21 C -1.450 -1.654 -0.033
22 C -1.173 -2.022 1.370
23 C -2.347 -2.450 2.098
24 C -3.690 -2.495 1.568
25 N -3.934 -2.144 0.279
26 C -2.855 -1.744 -0.423
27 H -2.681 -1.368 -6.395
28 H -4.334 -1.983 -5.870
29 H -3.477 -0.764 -4.871
30 H -2.278 -3.647 -5.283
31 H -3.383 -3.211 -3.922
32 H -0.590 -2.117 -4.582
33 H -1.751 -1.298 -3.365
34 H -0.998 -4.340 -3.408
35 H -1.904 -3.609 -2.068
36 H 1.194 -1.445 -3.583
37 H 1.920 -0.407 -2.202
38 H 2.768 -3.445 -2.705
39 H 3.897 -0.882 -1.965
40 H -0.473 0.387 -2.490
41 H -1.684 0.494 -1.209
42 H -3.179 2.564 -1.670
43 H -3.007 3.015 0.060
44 H -2.978 4.331 -1.203
45 H -0.138 -1.953 1.767
46 H -2.197 -2.781 3.170
47 H -4.528 -2.827 2.226
48 H -3.077 -1.441 -1.482
49 C -2.746 2.656 3.502
50 O -2.486 1.548 3.066
51 N -3.643 2.854 4.515
52 N -2.173 3.791 3.024
53 H -3.872 3.757 4.885
54 H -4.090 2.040 4.897
55 H -1.508 3.688 2.275
56 H -2.377 4.711 3.377
57 C 6.774 -4.810 -0.659
58 O 7.404 -5.764 -0.214
59 N 5.429 -4.707 -0.566
60 N 7.376 -3.762 -1.291
61 H 4.904 -3.927 -0.927
62 H 4.939 -5.454 -0.108
63 H 8.375 -3.795 -1.383
64 H 6.875 -2.973 -1.660
65 C -2.895 7.000 5.444
66 O -2.834 6.497 4.333
67 N -3.149 6.275 6.568
68 N -2.712 8.332 5.652
69 H -3.201 6.671 7.488
70 H -3.287 5.286 6.456
71 H -2.522 8.899 4.845
72 H -2.757 8.767 6.554
73 C 4.489 1.899 -3.664
74 O 3.657 1.297 -3.015
75 N 5.551 2.532 -3.088
76 N 4.433 1.994 -5.025
77 H 6.249 3.033 -3.604
78 H 5.625 2.482 -2.087
79 H 3.663 1.539 -5.483
80 H 5.108 2.485 -5.579
81 C -0.171 -1.430 5.161
82 O -1.315 -1.742 4.880
83 N 0.304 -0.170 4.974
84 N 0.727 -2.314 5.683
85 H 1.241 0.112 5.194
86 H -0.333 0.507 4.586
87 H 0.410 -3.255 5.832
88 H 1.672 -2.076 5.917